(1)
The following is a quantum chemistry calculation of 2 unconnected molecules or ions with the total composition C4H3FS at a distorted geometry, from OMol25.

Computed properties:
Lowest unoccupied orbital energy, eV: -1.2768
Energy, eV: -17744.80218
Kohn-Sham gap, Eh: 0.3258
Molar mass, g/mol: 102.1
E_HOMO, hartree: -0.373
2S+1: 1
Energy relative to the best compared isomer or geometry (same formula, charge and spin), kcal per mole: 82.5
Strongest force on any atom, eV/A: 4.67

Last column: Mulliken charge in e.
Element x y z (Å)
C: 1.07424 -0.09029 -0.07275  -0.49
C: -0.00380 -0.97649 0.13926  -0.43
C: 0.73625 1.19434 -0.06041  -0.16
C: -1.10671 -0.26352 -0.04179  0.34
F: -2.99514 -1.11449 -0.04015  -0.49
S: -1.05517 1.41273 0.02928  -0.05
H: 2.06230 -0.35562 -0.15137  0.42
H: 0.14734 -1.98431 0.26800  0.47
H: 1.14069 2.17765 -0.07007  0.40

(2)
The following is a quantum chemistry calculation of C6H8N2O5S in the gas phase at a distorted geometry, from OMol25.

Computed properties:
Lowest unoccupied orbital energy, eV: -1.0349
Energy, eV: -30403.57612
Kohn-Sham gap, Eh: 0.3276
Molar mass, g/mol: 220.2
E_HOMO, hartree: -0.366
2S+1: 1
Energy relative to the best compared isomer or geometry (same formula, charge and spin), kcal per mole: 0.0
Strongest force on any atom, eV/A: 5.91

Last column: Mulliken charge in e.
Element x y z (Å)
C: -0.34947 -0.25121 1.40315  -0.17
C: -0.18379 1.11405 1.24992  0.11
C: 0.26694 0.21865 -0.74459  0.02
C: 0.65285 0.05852 -2.14958  0.83
C: 0.71280 -1.33633 -2.64236  -1.29
C: -0.36872 2.25597 2.19312  -0.49
N: -0.09702 -0.90160 0.27808  -0.06
N: 0.17529 1.33326 -0.03826  -0.04
O: -0.58977 -3.03088 1.46630  -0.62
O: 0.89642 1.06502 -2.78482  -0.59
O: -1.18450 -2.86203 -0.90879  -0.59
O: 1.16401 -3.03575 -0.24215  -0.61
O: -1.04725 3.27625 1.48283  -0.53
S: -0.19527 -2.75259 0.12029  1.16
H: -0.63588 -0.81382 2.27167  0.54
H: -0.27593 -1.79460 -2.56574  0.36
H: 1.34097 -1.94116 -1.98481  0.39
H: 1.06824 -1.35913 -3.66897  0.38
H: -0.93689 1.91182 3.06700  0.34
H: 0.61362 2.62615 2.53923  0.25
H: 0.31264 2.25833 -0.43237  0.29
H: -1.33928 3.96109 2.09084  0.31

(3)
The following is a quantum chemistry calculation of 5 unconnected molecules or ions with the total composition C16H45N3O7 at a distorted geometry, from OMol25.

Computed properties:
Lowest unoccupied orbital energy, eV: 0.4083
Energy, eV: -36120.47905
Kohn-Sham gap, Eh: 0.3335
Molar mass, g/mol: 391.5
E_HOMO, hartree: -0.318
2S+1: 1
Energy relative to the best compared isomer or geometry (same formula, charge and spin), kcal per mole: 40.9
Strongest force on any atom, eV/A: 2.33

Last column: Mulliken charge in e.
Element x y z (Å)
C: 2.11476 1.17622 -1.76227  -1.04
O: 2.07535 -0.19400 -2.11116  -0.06
C: 2.04585 -0.42504 -3.51733  -1.19
C: 0.64477 -0.47218 -4.08180  0.97
C: -0.16479 -1.75755 -3.81126  -1.22
N: 0.77863 -0.38077 -5.58405  -0.86
H: 2.44129 1.33741 -0.73643  0.32
H: 1.13427 1.65507 -1.88130  0.28
H: 2.78120 1.73023 -2.43165  0.46
H: 2.74889 0.12822 -4.14959  0.45
H: 2.54565 -1.40551 -3.53453  0.31
H: 0.20963 0.50650 -3.86507  0.05
H: 0.31847 -2.65749 -4.18253  0.37
H: -1.07821 -1.68931 -4.41516  0.36
H: -0.59768 -1.78053 -2.80945  0.12
H: 1.36767 -1.16027 -5.88196  0.27
H: -0.12233 -0.66471 -5.95410  0.30
C: 6.43923 -4.36655 1.73265  -0.71
O: 5.87368 -3.25424 1.10555  -0.27
C: 5.32707 -2.24180 1.90191  -0.95
C: 4.21834 -1.45838 1.23549  1.18
C: 4.75730 -0.79058 -0.02005  -0.94
N: 3.72895 -0.38299 2.11681  -0.81
H: 7.48640 -4.18241 2.00785  0.26
H: 6.45206 -5.15261 0.97511  0.22
H: 5.83885 -4.65959 2.60248  0.32
H: 4.88447 -2.76052 2.77138  0.38
H: 6.08120 -1.55298 2.30484  0.32
H: 3.35339 -2.08718 1.00987  0.10
H: 5.33559 -1.45903 -0.66769  0.36
H: 5.46777 0.02455 0.13437  0.30
H: 3.98178 -0.38873 -0.67424  -0.16
H: 3.69169 -0.64579 3.09964  0.27
H: 2.73937 -0.22221 1.93372  0.22
C: -3.35258 6.41146 3.26227  -0.78
O: -3.20931 5.00697 3.31210  -0.31
C: -4.10222 4.23373 2.54396  -0.65
C: -4.09941 2.76514 2.96269  0.31
C: -2.67236 2.23358 2.90838  -1.33
N: -4.85853 2.02409 1.91942  -0.66
H: -4.14066 6.62676 3.99932  0.31
H: -3.51833 6.85048 2.27638  0.31
H: -2.44119 6.80066 3.71962  0.25
H: -5.13021 4.63252 2.61292  0.37
H: -3.77197 4.41739 1.50597  0.31
H: -4.61344 2.65848 3.91631  0.37
H: -2.19940 2.43502 1.94370  0.22
H: -2.64449 1.14351 2.96568  0.33
H: -2.03543 2.64128 3.69321  0.42
H: -5.85349 2.21854 2.00405  0.28
H: -4.59661 2.47446 1.04497  0.27
O: -3.20156 -2.68460 -0.52511  -0.53
C: -4.10911 -1.75700 -1.20696  -0.43
C: -3.38306 -0.99686 -2.29169  0.05
O: -4.32935 -0.07529 -2.82756  -0.56
H: -3.83356 -3.37345 -0.29383  0.29
H: -4.88970 -2.35623 -1.68123  0.43
H: -4.54948 -1.09704 -0.45524  0.28
H: -3.18737 -1.76656 -3.04817  0.16
H: -2.42295 -0.56150 -2.02890  0.03
H: -4.70910 -0.41356 -3.63895  0.33
O: 0.77733 -0.54359 2.19462  -0.58
C: 0.58201 -1.14570 0.92251  0.40
C: -0.64167 -0.56087 0.26276  0.81
O: -1.79674 -0.84915 1.08145  -0.60
H: -0.06703 -0.37410 2.62610  0.34
H: 1.47703 -1.11043 0.30439  -0.22
H: 0.34873 -2.19774 1.13465  0.10
H: -0.88746 -1.04845 -0.68328  -0.83
H: -0.57147 0.51753 0.10303  0.20
H: -2.26644 -1.54475 0.60040  0.37

(4)
The following is a quantum chemistry calculation of 10 unconnected molecules or ions with the total composition C22H64O10 at a distorted geometry, from OMol25.

Computed properties:
Lowest unoccupied orbital energy (spin up / spin down), eV: -2.2836 / -8.8026
Energy, eV: -44315.36867
Kohn-Sham gap (spin up / spin down), Eh: 0.3371 / 0.0975
Molar mass, g/mol: 488.7
E_HOMO (spin up / spin down), hartree: -0.421 / -0.421
2S+1: 2
Energy relative to the best compared isomer or geometry (same formula, charge and spin), kcal per mole: 0.0
Total charge: +1
Strongest force on any atom, eV/A: 3.22

Last column: Mulliken spin population.
Element x y z (Å)
C: -2.66372 4.48534 -1.53191  0.10
C: -3.46042 3.23408 -1.90805  0.00
C: -4.77854 3.43017 -2.71642  0.12
O: -2.59639 2.48021 -2.73978  0.71
H: -2.45414 5.06034 -2.43387  0.00
H: -1.65693 4.26132 -1.17934  -0.01
H: -3.19138 5.13937 -0.83769  0.01
H: -3.71647 2.60512 -1.05543  0.00
H: -4.69847 3.81890 -3.73159  0.00
H: -5.54271 3.94428 -2.13347  0.01
H: -5.15603 2.43666 -2.95838  0.00
H: -2.34367 1.65415 -2.32101  -0.02
C: -0.59926 -5.54676 -2.63840  0.00
C: -1.74348 -4.68115 -2.08743  0.00
C: -1.29392 -3.40411 -1.32306  0.00
O: -2.74271 -4.36706 -3.08100  0.00
H: -0.92155 -6.52397 -2.99792  0.00
H: 0.14083 -5.73446 -1.86048  0.00
H: -0.01842 -4.99203 -3.37530  0.00
H: -2.23374 -5.33432 -1.36554  0.00
H: -2.19131 -2.98046 -0.87217  0.00
H: -0.74656 -2.69431 -1.94330  0.00
H: -0.65983 -3.69014 -0.48388  0.00
H: -2.30846 -4.03805 -3.87143  0.00
C: 0.19886 0.24308 -2.59773  0.00
C: -0.45947 0.30380 -1.19384  0.00
C: -0.06533 1.60192 -0.39372  0.01
O: -1.86804 0.22858 -1.38176  0.07
H: 1.20503 -0.14360 -2.43587  0.00
H: 0.26712 1.20944 -3.09730  0.00
H: -0.25387 -0.52091 -3.22977  0.00
H: -0.12255 -0.59835 -0.68324  0.01
H: -0.68869 1.75599 0.48706  0.00
H: -0.21105 2.44959 -1.06328  0.00
H: 0.99582 1.55833 -0.14844  0.00
H: -2.22997 0.24764 -0.49281  -0.01
C: 2.43807 2.36964 4.33560  0.00
C: 3.67068 2.83006 3.48924  0.00
C: 3.13417 3.46562 2.20259  0.00
O: 4.43481 3.74257 4.20063  0.00
H: 2.83938 1.72671 5.11897  0.00
H: 1.80117 1.74735 3.70695  0.00
H: 1.84247 3.18844 4.73927  0.00
H: 4.24614 1.94976 3.20290  0.00
H: 2.62961 2.82283 1.48126  0.00
H: 3.99672 3.84719 1.65622  0.00
H: 2.49280 4.29565 2.49889  0.00
H: 4.22810 4.61891 3.86763  0.00
C: 4.90186 -1.82227 -2.55616  0.00
C: 4.28902 -2.87527 -1.62202  0.00
C: 2.75681 -2.96930 -1.80338  0.00
O: 4.91434 -4.11678 -1.74369  0.00
H: 4.63719 -0.81789 -2.22560  0.00
H: 4.52347 -1.94115 -3.57144  0.00
H: 5.97867 -1.92600 -2.68970  0.00
H: 4.49747 -2.48535 -0.62572  0.00
H: 2.28284 -2.03141 -1.51387  0.00
H: 2.35363 -3.79005 -1.21016  0.00
H: 2.47740 -3.14893 -2.84153  0.00
H: 5.66660 -4.25041 -1.16243  0.00
C: 1.54588 -2.33126 4.27327  0.00
C: 0.71755 -2.03241 3.05283  0.00
C: 1.44019 -1.17481 2.00479  0.00
O: 0.35345 -3.25333 2.50501  0.00
H: 1.84095 -1.42566 4.80329  0.00
H: 2.45885 -2.85046 3.98166  0.00
H: 1.12172 -3.04317 4.98135  0.00
H: -0.17667 -1.50306 3.38187  0.00
H: 0.74195 -0.77108 1.27159  0.00
H: 2.27482 -1.72894 1.57535  0.00
H: 1.90368 -0.32100 2.49902  0.00
H: -0.15351 -3.80727 3.10314  0.00
C: -1.30415 1.74905 4.48459  0.00
O: -1.08127 1.86357 3.07397  0.00
H: -2.17487 1.14205 4.73260  0.00
H: -0.36805 1.40812 4.92684  0.00
H: -1.43437 2.76871 4.84711  0.00
H: -0.79240 2.74080 2.81203  0.00
C: -1.45223 -2.09943 -5.33333  0.00
O: -1.43645 -3.54837 -5.51049  0.00
H: -0.43572 -1.73855 -5.49005  0.00
H: -2.18088 -1.69421 -6.03544  0.00
H: -1.78271 -1.87477 -4.31922  0.00
H: -1.03748 -3.67682 -6.37416  0.00
C: -2.83141 -0.87630 1.63838  0.00
O: -2.78769 0.46644 1.08866  0.00
H: -3.35069 -0.78789 2.59266  0.00
H: -3.46819 -1.47467 0.98681  0.00
H: -1.85327 -1.35158 1.71232  0.00
H: -2.35718 1.00894 1.75346  0.00
C: -1.70911 4.87668 2.04015  0.00
O: -0.49085 4.18471 2.02204  0.00
H: -2.29799 4.54052 2.89356  0.00
H: -1.49594 5.93033 2.22040  0.00
H: -2.28941 4.74061 1.12755  0.00
H: 0.11950 4.61597 1.41946  0.00

(5)
The following is a quantum chemistry calculation of 2 unconnected molecules or ions with the total composition C5H12S2Si at a distorted geometry, from OMol25.

Computed properties:
Lowest unoccupied orbital energy, eV: -0.5771
Energy, eV: -34923.75180
Kohn-Sham gap, Eh: 0.2885
Molar mass, g/mol: 164.4
E_HOMO, hartree: -0.310
2S+1: 1
Energy relative to the best compared isomer or geometry (same formula, charge and spin), kcal per mole: 79.2
Strongest force on any atom, eV/A: 4.01

Last column: Mulliken charge in e.
Element x y z (Å)
C: -0.26626 -0.44423 -1.34055  -0.17
C: 2.04185 -0.86196 0.61812  -1.04
C: -0.65325 0.45623 1.37458  -1.16
C: -0.56865 -2.52656 1.17864  -1.08
C: -0.36699 3.70898 -1.82350  -0.26
Si: 0.13728 -0.98536 0.33984  0.62
S: -0.78567 -1.51021 -2.38987  -0.15
S: 0.39317 4.93646 -0.99997  -0.17
H: 2.58140 -1.80841 0.56458  0.36
H: 2.54507 -0.27057 -0.24847  0.26
H: 2.14223 -0.48768 1.63166  0.32
H: -1.70442 0.36706 1.41264  0.37
H: -0.23531 0.54303 2.30062  0.41
H: -0.62225 1.41389 0.81013  0.21
H: -0.85916 -2.10503 2.15319  0.27
H: -1.41617 -2.93285 0.61548  0.31
H: 0.11155 -3.29404 1.29378  0.39
H: -0.10746 2.56164 -1.57521  0.15
H: -1.02554 3.85897 -2.64772  0.28
H: -1.34143 -0.61936 -3.26799  0.12